[1]
A molecular structure, C8H10IN, computed with ωB97M-V/def2-TZVPD.

Summary:
- HOMO-LUMO gap: 5.8 eV
- F_max: 3.0 eV Å⁻¹
- Energy: -663.09562 Eh

Cartesian coordinates (Å):
C (2.897, -1.459, 0.833)
C (-1.827, 0.616, 0.652)
C (1.879, -1.816, 0.024)
C (3.745, -1.021, 1.638)
C (-0.530, 0.980, 0.396)
C (0.640, -1.017, -0.207)
C (0.005, 2.367, 0.136)
C (-0.399, -1.590, -1.126)
N (0.500, 0.072, 0.454)
I (5.508, 0.373, -0.180)
H (-2.184, -0.426, 0.917)
H (-2.725, 1.203, 0.791)
H (1.758, -2.737, -0.609)
H (4.334, -0.693, 2.450)
H (0.618, 2.885, 0.945)
H (0.647, 2.412, -0.679)
H (-0.908, 2.959, -0.095)
H (-1.369, -1.588, -0.621)
H (-0.137, -2.666, -1.385)
H (-0.574, -1.008, -2.020)

***

[2]
A molecular structure, C8H10INRu, computed with ωB97M-V/def2-TZVPD.

Summary:
- HOMO-LUMO gap (alpha / beta): 7.0 / 6.4 eV
- Multiplicity: 5
- F_max: 8.1 eV Å⁻¹
- Energy: -757.94180 Eh

Cartesian coordinates (Å):
C (0.904, -1.209, -1.774)
C (-0.523, -1.160, -2.051)
C (-1.194, -1.853, -0.994)
C (-0.197, -2.346, -0.054)
C (1.093, -1.952, -0.531)
Ru (0.004, -0.086, -0.130)
C (-1.558, 1.592, -0.867)
C (-0.394, 1.967, -1.465)
C (0.507, 2.585, -2.233)
N (1.287, 0.946, 0.328)
H (-2.244, -2.026, -0.933)
H (-0.966, -0.700, -2.904)
H (-0.391, -2.954, 0.796)
H (2.046, -2.222, -0.112)
H (1.688, -0.833, -2.419)
H (-2.263, 0.957, -1.419)
H (2.187, 1.548, 0.352)
H (-1.943, 2.106, 0.024)
H (0.292, 3.369, -2.945)
H (1.564, 2.250, -2.169)
I (-2.130, -0.421, 1.653)

***

[3]
A molecular structure, C8H10KN2O, computed with ωB97M-V/def2-TZVPD.

Summary:
- HOMO-LUMO gap: 10.2 eV
- F_max: 0.5 eV Å⁻¹
- Energy: -1095.33701 Eh
- Total charge: +1

Cartesian coordinates (Å):
K (1.461, -1.641, -0.630)
N (-1.025, 3.732, 4.976)
C (-0.683, 2.975, 4.185)
C (-0.254, 2.025, 3.192)
C (-1.087, 1.694, 2.131)
C (-0.624, 0.774, 1.207)
N (0.572, 0.187, 1.281)
C (1.358, 0.519, 2.306)
C (0.998, 1.430, 3.285)
H (-2.067, 2.136, 2.025)
H (-1.254, 0.499, 0.368)
H (2.329, 0.042, 2.369)
H (1.673, 1.664, 4.095)
C (-0.807, -2.469, -3.198)
C (0.323, -1.651, -3.760)
O (0.727, -0.614, -2.832)
H (-1.108, -3.235, -3.914)
H (-1.684, -1.859, -2.981)
H (-0.547, -3.014, -2.283)
H (0.051, -1.181, -4.705)
H (1.214, -2.251, -3.955)
H (0.434, 0.237, -3.161)

***

[4]
A molecular structure, C8H10LuO5, computed with ωB97M-V/def2-TZVPD.

Summary:
- HOMO-LUMO gap: 8.0 eV
- F_max: 7.5 eV Å⁻¹
- Energy: -1921.37522 Eh
- Total charge: +3

Cartesian coordinates (Å):
O (-2.107, 2.893, -0.276)
C (-1.420, 1.973, -0.126)
Lu (-0.084, 0.028, 0.083)
O (2.051, 1.546, -2.287)
C (1.321, 1.021, -1.565)
C (-1.917, -1.259, -0.838)
O (-2.802, -1.873, -1.241)
C (1.261, -1.919, -0.137)
O (1.946, -2.847, -0.192)
C (2.744, 1.717, 3.077)
C (2.157, 0.543, 2.308)
O (0.760, 0.729, 1.911)
C (-0.230, 0.747, 3.029)
C (-1.078, -0.521, 3.014)
H (2.791, 2.622, 2.470)
H (3.769, 1.449, 3.332)
H (2.231, 1.937, 4.014)
H (2.709, 0.383, 1.373)
H (2.193, -0.360, 2.920)
H (0.372, 0.878, 3.923)
H (-0.799, 1.671, 2.902)
H (-0.467, -1.430, 3.099)
H (-1.745, -0.483, 3.879)
H (-1.732, -0.617, 2.131)

***

[5]
A molecular structure, C8H10LuO5, computed with ωB97M-V/def2-TZVPD.

Summary:
- HOMO-LUMO gap: 6.9 eV
- F_max: 8.2 eV Å⁻¹
- Energy: -1921.33501 Eh
- Total charge: +3

Cartesian coordinates (Å):
Lu (0.215, -0.394, -0.298)
O (-2.799, 0.092, -2.115)
C (-1.817, -0.109, -1.519)
C (2.473, -0.091, 0.285)
O (3.590, 0.105, 0.567)
C (0.426, 1.956, -0.465)
O (0.374, 3.052, -0.082)
C (0.730, -2.656, -0.948)
O (1.083, -3.686, -1.367)
C (1.742, 0.115, -3.448)
H (1.274, -0.801, -3.806)
H (1.259, 1.051, -3.730)
C (2.862, 0.097, -2.728)
H (3.343, 1.013, -2.383)
H (3.362, -0.834, -2.458)
C (-2.026, -0.361, 3.770)
C (-0.601, -0.211, 3.209)
O (-0.597, 0.243, 1.809)
H (-2.751, 0.438, 3.492)
H (-1.974, -0.352, 4.875)
H (-2.381, -1.349, 3.452)
H (-0.056, 0.593, 3.707)
H (0.029, -1.117, 3.249)
H (-1.324, 0.952, 1.777)

***

- What is the energy in the fifth record?
  -1921.33501 Eh

***

- energy of number 2 (C8H10INRu)?
  -757.94180 Eh

***

- What is the energy in the fourth record?
  -1921.37522 Eh

***

- Which value of F_max does entry 5 give?
  8.2 eV Å⁻¹